*a*
Density functional theory data (ωB97M-V with the def2-TZVPD basis set) for a 2-piece molecular cluster, C3H11N2 overall.

Values from the calculation:
LUMO energy ... -5.8 eV
Charge ... +1
HOMO ... -13.871 eV
HOMO-LUMO gap ... 8.03 eV
2S+1 ... 1

Structure (XYZ):
```
16
C3H11N2 | the Open Molecules 2025 dataset | ωB97M-V with the def2-TZVPD basis set
C -0.369 -0.311 1.463
C 0.738 -0.944 -0.560
C 0.666 0.074 0.429
N -0.377 2.376 -0.469
N 0.167 -2.245 -0.512
H -0.530 0.239 2.343
H -1.249 -0.321 0.874
H -0.109 -1.337 1.817
H 1.753 -1.111 -1.065
H 0.212 -0.264 -1.543
H 1.141 1.041 0.124
H -0.917 2.191 -1.301
H 0.242 3.316 -0.686
H 0.255 -2.806 -1.306
H -0.683 -2.504 0.037
H -0.939 2.607 0.355
```

*b*
Density functional theory data (ωB97M-V with the def2-TZVPD basis set) for a 2-piece molecular cluster, C3H11N2 overall.

Values from the calculation:
LUMO energy ... -7.4 eV
Charge ... +1
HOMO ... -13.811 eV
HOMO-LUMO gap ... 6.46 eV
2S+1 ... 1

Structure (XYZ):
```
16
C3H11N2 | the Open Molecules 2025 dataset | ωB97M-V with the def2-TZVPD basis set
C -0.998 0.745 1.021
N -0.426 1.995 0.556
C 0.055 -0.328 0.726
N 0.025 -0.823 -0.669
C 1.082 -1.608 -1.278
H -1.401 0.901 2.051
H -1.892 0.487 0.462
H -0.071 2.528 1.336
H -1.129 2.467 -0.059
H 0.999 0.258 0.763
H 0.011 -1.150 1.570
H -0.818 -1.611 -0.720
H 0.394 1.749 -1.208
H 0.721 -2.050 -2.248
H 1.983 -0.936 -1.576
H 1.465 -2.623 -0.727
```

*c*
Density functional theory data (ωB97M-V with the def2-TZVPD basis set) for C3H11N2 as an isolated structure.

Values from the calculation:
LUMO energy ... -8.0 eV
Charge ... +1
HOMO ... -14.121 eV
HOMO-LUMO gap ... 6.13 eV
2S+1 ... 1

Structure (XYZ):
```
16
C3H11N2 | the Open Molecules 2025 dataset | ωB97M-V with the def2-TZVPD basis set
C -1.117 -1.917 -1.723
C 0.641 0.413 -0.018
C 0.521 0.808 1.399
N 1.583 1.751 1.844
N -1.346 -0.689 -1.006
H -1.917 -2.182 -2.410
H -0.197 -1.768 -2.319
H 0.833 1.234 -0.713
H 1.417 -0.344 -0.155
H -0.450 1.176 1.759
H 0.725 -0.100 1.966
H 1.476 2.657 1.399
H 1.429 1.896 2.836
H -0.586 -0.132 -0.451
H -2.065 -0.097 -1.417
H -0.947 -2.707 -0.992
```

Decreasing stability: *a*, *c*, *b*

*a*
Density functional theory data (ωB97M-V with the def2-TZVPD basis set) for C3H8N2S in the gas phase.

Values from the calculation:
LUMO energy ... 0.9 eV
Charge ... 0
HOMO ... -8.453 eV
Structure (SMILES) ... N/N=C\CCS
HOMO-LUMO gap ... 9.37 eV
2S+1 ... 1

Structure (XYZ):
```
14
C3H8N2S | the Open Molecules 2025 dataset | ωB97M-V with the def2-TZVPD basis set
C -1.123 0.883 -0.692
C -0.147 1.324 0.378
C 0.760 0.177 0.901
H -2.269 -1.915 0.167
H -1.990 -0.666 1.319
H -1.328 1.559 -1.460
H 0.489 2.154 0.006
H -0.754 1.645 1.269
H 0.172 -0.702 1.282
H 1.396 0.546 1.680
H 1.002 -1.087 -1.008
N -1.740 -1.099 0.416
N -1.750 -0.219 -0.611
S 1.923 -0.414 -0.338
```

*b*
Density functional theory data (ωB97M-V with the def2-TZVPD basis set) for C3H8N2S as an isolated structure.

Values from the calculation:
LUMO energy ... 0.7 eV
Charge ... 0
HOMO ... -7.351 eV
HOMO-LUMO gap ... 8.09 eV
2S+1 ... 1

Structure (XYZ):
```
14
C3H8N2S | the Open Molecules 2025 dataset | ωB97M-V with the def2-TZVPD basis set
C 3.477 0.206 0.189
C 0.744 -0.147 0.254
C -2.689 0.843 0.154
H 3.951 -0.714 0.944
H 3.386 1.014 0.991
H 4.165 0.467 -0.701
H 1.715 0.341 -1.291
H 0.789 -0.193 1.595
H -3.629 0.394 0.156
H -2.533 1.560 1.002
H -2.418 1.307 -0.883
N 1.956 0.002 -0.315
N -0.291 -0.029 -0.612
S -1.642 -0.587 0.068
```

Decreasing stability: *a*, *b*

*a*
Density functional theory data (ωB97M-V with the def2-TZVPD basis set) for a 2-piece molecular cluster, C9H14 overall.

Values from the calculation:
LUMO energy ... 1.0 eV
Charge ... 0
HOMO ... -8.811 eV
Structure (SMILES) ... Cc1ccccc1.CC
HOMO-LUMO gap ... 9.81 eV
2S+1 ... 1

Structure (XYZ):
```
23
C9H14 | the Open Molecules 2025 dataset | ωB97M-V with the def2-TZVPD basis set
C 1.600 -2.809 -1.268
C -0.957 -0.299 -0.190
C -1.423 -0.970 0.917
C -0.083 -0.971 -1.106
C 0.314 -2.293 -0.767
C -1.311 -2.365 1.022
C -0.392 -3.104 0.160
H -1.174 0.746 -0.458
H -1.953 -0.372 1.710
H 0.191 -0.617 -2.137
H -1.743 -2.814 1.869
H 2.323 -2.618 -0.499
H 1.971 -2.218 -2.222
H -0.398 -4.212 0.293
H 1.567 -3.858 -1.541
C 0.172 3.296 1.208
C 0.120 3.860 -0.207
H -0.665 3.685 1.951
H 0.307 2.128 1.221
H 1.086 3.648 1.671
H -0.800 4.574 -0.276
H 1.097 4.496 -0.397
H 0.151 3.087 -0.955
```

*b*
Density functional theory data (ωB97M-V with the def2-TZVPD basis set) for a 2-piece molecular cluster, C9H14 overall.

Values from the calculation:
LUMO energy ... 1.1 eV
Charge ... 0
HOMO ... -9.012 eV
Structure (SMILES) ... Cc1ccccc1.CC
HOMO-LUMO gap ... 10.08 eV
2S+1 ... 1

Structure (XYZ):
```
23
C9H14 | the Open Molecules 2025 dataset | ωB97M-V with the def2-TZVPD basis set
C -1.093 -2.004 0.338
C 0.117 0.460 -2.299
C -0.714 -0.324 -1.502
C 1.520 0.360 -2.147
C -0.184 -1.291 -0.671
C 2.002 -0.620 -1.255
C 1.186 -1.507 -0.569
H -0.403 0.944 -3.096
H -1.775 -0.133 -1.556
H 2.256 0.966 -2.674
H 3.081 -0.724 -1.196
H -1.568 -2.800 -0.223
H -1.862 -1.337 0.751
H 1.448 -2.377 0.019
H -0.613 -2.502 1.159
C -0.792 1.838 1.296
C -0.024 1.419 2.518
H -0.150 2.227 0.515
H -1.323 1.138 0.644
H -1.533 2.641 1.494
H 0.896 0.994 2.095
H -0.472 0.490 3.021
H -0.002 2.142 3.336
```

Decreasing stability: *b*, *a*